# 1
Entry from the OMol25 dataset: a cluster of 4 separate species, C21H42Br8NO4P2 in total at a distorted geometry (ωB97M-V/def2-TZVPD).

XYZ file:
```
78
Properties=species:S:1:pos:R:3:forces:R:3
C 6.73949 -0.17876 1.89119 0.7 0.4 -0.2
C 6.11119 -0.29469 0.87537 -0.6 -1.0 -0.4
C 5.35551 -0.70556 -0.35017 1.2 0.8 1.4
N 4.22641 0.30167 -0.58369 1.5 -0.4 -0.9
O 3.95279 0.37983 -1.96495 -0.6 0.1 -0.5
C 3.02838 -0.08283 0.26802 -1.1 -0.4 -0.1
C 1.95507 -0.86214 -0.52696 0.7 -0.2 -0.1
C 0.85400 -1.40367 0.42054 -0.1 -0.1 0.9
C 0.62396 -0.48873 1.68038 -0.1 -0.4 -1.3
C -0.48461 -1.74886 -0.28661 0.2 0.2 -0.4
C -0.98105 -0.72682 -1.33755 -2.0 0.0 -0.6
C -1.34838 0.66274 -0.80001 0.5 -0.4 -0.2
C -2.14129 0.93393 0.26718 0.2 0.5 -0.1
C -1.62174 1.97027 1.28193 -1.6 0.4 -0.9
C -3.52406 0.32736 0.51219 0.5 -0.3 1.3
P 4.89428 1.93468 -0.07867 0.5 0.8 2.0
P 3.45435 3.43875 -0.75072 -1.3 1.6 -2.0
O 2.05411 3.22884 -0.29453 0.8 -0.7 -3.9
O 4.00816 4.81451 -0.14641 0.5 -0.9 -0.6
O 3.55055 3.63269 -2.34385 0.2 -0.2 0.9
H 7.46354 0.08831 2.64392 -0.5 -0.2 0.0
H 6.09088 -0.65180 -1.16876 -0.6 -0.1 -0.1
H 4.96149 -1.71381 -0.17466 -0.2 0.3 -0.5
H 4.38547 -0.34557 -2.44466 -0.1 -0.2 0.3
H 2.62587 0.84475 0.69190 0.2 -0.4 0.0
H 3.40553 -0.76321 1.04579 0.1 0.6 0.0
H 1.59112 -0.23941 -1.35277 -0.1 -0.1 0.4
H 2.46242 -1.73793 -0.97560 -0.3 0.3 0.0
H 1.24069 -2.35690 0.83269 -0.1 0.3 -0.3
H -0.41193 -0.65711 2.00106 0.5 0.1 0.3
H 1.34062 -0.75503 2.46916 -0.3 0.3 -0.1
H 0.71638 0.55802 1.36059 -0.1 -0.2 0.5
H -0.38158 -2.71926 -0.80174 0.0 0.4 0.1
H -1.26126 -1.90121 0.48122 0.3 0.1 -0.2
H -0.28247 -0.65951 -2.18681 -0.2 0.1 0.3
H -1.90942 -1.15931 -1.77338 0.5 -0.1 0.0
H -0.96388 1.52613 -1.36949 1.1 -0.3 1.1
H -2.45373 2.62440 1.61675 0.6 0.0 -0.1
H -0.78793 2.53895 0.84223 -0.2 -0.1 0.3
H -1.27604 1.42207 2.17301 0.0 0.1 -0.3
H -4.20789 0.47134 -0.33673 0.5 -0.3 0.0
H -3.50690 -0.72486 0.84874 -0.1 0.2 -0.4
H -3.97957 0.89041 1.34813 0.2 -0.3 -0.2
H 6.04847 2.14827 -0.88539 -0.7 -0.4 -0.5
H 3.60269 4.98084 0.72500 0.1 0.0 0.0
H 2.64933 3.82121 -2.65849 0.2 0.0 -0.1
Br 2.39289 3.21806 1.82123 -1.4 -0.3 5.0
C 1.94060 3.16255 3.74259 0.6 0.1 -0.1
C 2.55563 4.31049 4.50097 0.0 -0.2 0.3
Br 4.45736 4.01527 4.80463 0.0 0.1 -0.1
H 2.25822 2.19211 4.11773 0.0 0.1 0.1
H 0.85342 3.22201 3.77109 0.0 0.0 -0.1
H 2.11885 4.40036 5.49397 0.0 0.0 0.0
H 2.46249 5.26123 3.98286 0.0 -0.1 0.0
Br 1.48093 -3.76919 -2.78669 0.0 0.0 0.0
C 0.48930 -5.44409 -2.69090 0.3 -0.1 0.0
C -0.35456 -5.63905 -3.91993 -0.3 0.0 0.0
Br -1.93592 -4.50766 -3.84786 0.0 0.1 -0.1
H -0.09517 -5.41577 -1.77584 0.0 0.0 -0.1
H 1.24556 -6.22242 -2.60983 0.0 0.0 -0.1
H -0.72891 -6.65948 -3.97222 0.0 0.0 0.1
H 0.16732 -5.40234 -4.84221 0.0 0.0 0.1
Br -3.79832 -0.29621 5.03724 0.0 0.0 0.0
C -5.50948 0.58562 5.32918 0.0 -0.3 -0.1
C -5.91323 1.41791 4.14127 -0.1 0.2 0.1
Br -4.90394 3.07457 4.05559 0.1 0.0 -0.1
H -5.40900 1.16130 6.24414 0.0 0.1 -0.1
H -6.22628 -0.21813 5.48646 0.0 0.0 0.0
H -6.95604 1.71772 4.22536 0.0 0.0 0.0
H -5.76057 0.91197 3.19244 0.0 -0.1 0.1
Br -4.26654 -0.34054 -4.36116 0.0 -0.1 0.1
C -4.59412 -2.03047 -5.27377 0.2 0.2 -0.1
C -5.92335 -2.02601 -5.98018 -0.2 -0.2 0.1
Br -7.39426 -2.26093 -4.72837 0.0 0.1 0.0
H -4.51095 -2.81447 -4.52705 -0.1 0.0 0.0
H -3.78015 -2.12851 -5.98988 0.0 0.0 0.0
H -5.99389 -2.86934 -6.66451 0.1 0.0 0.0
H -6.11329 -1.10473 -6.52252 0.1 0.0 0.0
```
Positions in Å, forces in eV/Å.

Properties
Charge   +1
HOMO   -0.3512 Eh
Gap between HOMO and LUMO   6.43 eV



# 2
Entry from the OMol25 dataset: an isolated molecule of C21H42NO2 (ωB97M-V/def2-TZVPD).

XYZ file:
```
66
Properties=species:S:1:pos:R:3:forces:R:3
C 4.20279 -2.69592 -0.88675 0.0 0.0 0.0
C 2.77159 -3.14636 -1.22358 0.0 -0.1 0.0
C 1.83042 -3.15745 -0.01653 0.0 -0.1 0.0
C 0.34050 -3.22675 -0.38542 0.0 0.0 -0.1
C -0.57866 -2.43795 0.55112 -0.1 -0.1 0.1
C -0.83724 -0.97461 0.14794 0.0 0.1 -0.1
O 0.48824 -0.46415 -0.08086 0.0 -0.1 0.1
C 0.66522 0.86345 -0.52332 -0.2 0.0 0.0
C 2.16836 1.12570 -0.65356 0.0 0.0 0.1
C 2.63352 0.87511 -2.08217 0.0 0.0 -0.1
C 2.56228 2.53408 -0.18891 -0.2 0.0 0.0
C 2.50650 2.83468 1.32936 0.0 -0.1 0.0
C 2.87284 1.62763 2.19686 0.1 0.0 0.0
C 1.17902 3.43839 1.80381 0.0 0.0 0.0
C -1.67073 -0.97859 -1.16155 0.1 0.0 -0.1
C -2.90522 -0.06460 -1.27659 0.0 0.1 0.2
C -2.57113 1.37050 -1.68507 0.0 0.0 0.0
C -3.85767 -0.61809 -2.33171 0.0 -0.1 -0.1
N -3.60460 -0.12574 0.03790 0.0 -0.2 0.0
O -4.37013 -1.13972 0.18409 0.0 0.1 0.0
C -2.91820 0.36579 1.27274 0.0 0.0 -0.2
C -2.89947 1.90755 1.31052 0.0 0.0 0.0
C -3.74569 -0.11085 2.46266 0.0 0.0 0.1
C -1.49561 -0.25914 1.36778 0.0 0.1 0.0
H 4.32073 -2.52707 0.18610 0.0 0.0 0.0
H 4.94597 -3.43778 -1.18044 0.0 0.0 0.0
H 4.46496 -1.76556 -1.39195 0.0 0.0 0.0
H 2.33849 -2.49389 -1.98620 0.0 0.0 0.0
H 2.80352 -4.14589 -1.66506 -0.1 0.0 0.0
H 2.07319 -4.02136 0.61164 0.1 0.1 0.1
H 2.02045 -2.26917 0.58966 -0.1 0.0 -0.1
H 0.20633 -2.87856 -1.41452 0.0 0.0 0.0
H 0.01062 -4.26886 -0.37663 0.1 0.0 -0.1
H -0.17069 -2.45899 1.56665 0.1 0.0 0.0
H -1.55707 -2.92418 0.60781 0.0 0.1 0.1
H 0.19977 1.56851 0.17384 0.0 0.0 0.1
H 0.18162 1.00728 -1.49751 0.0 0.1 0.0
H 2.64639 0.38042 -0.01442 0.1 0.1 0.0
H 2.14279 1.56413 -2.77651 0.0 0.0 0.0
H 2.39675 -0.14321 -2.39798 0.0 0.0 0.0
H 3.71248 1.01476 -2.17560 0.0 0.0 0.0
H 1.91936 3.25013 -0.71734 0.1 0.1 0.0
H 3.57783 2.73635 -0.54232 0.0 -0.1 0.0
H 3.27074 3.59465 1.51547 0.0 0.0 -0.1
H 2.06616 0.88921 2.21361 0.0 0.0 0.0
H 3.77082 1.12168 1.83585 0.0 0.0 0.0
H 3.06291 1.94044 3.22584 -0.1 0.0 0.0
H 0.75165 4.11187 1.05673 0.0 0.0 0.0
H 0.43824 2.66843 2.02854 0.0 0.0 -0.1
H 1.31623 4.01460 2.72133 0.0 0.0 0.0
H -0.99901 -0.77521 -2.00027 0.0 0.0 0.0
H -2.03395 -1.99713 -1.30767 0.0 0.0 0.0
H -2.10653 1.34169 -2.67220 0.0 0.0 0.0
H -3.48459 1.96360 -1.75723 0.0 0.0 0.0
H -1.88857 1.87884 -1.01628 0.1 0.0 0.1
H -4.82570 -0.12064 -2.26873 0.0 0.0 0.0
H -4.02114 -1.68573 -2.20943 0.0 0.0 0.0
H -3.43600 -0.43113 -3.32121 0.0 0.0 0.0
H -3.00250 2.24103 2.34406 0.0 0.0 0.0
H -1.97602 2.33861 0.92894 0.0 0.0 0.0
H -3.73296 2.32428 0.74540 0.0 0.0 0.0
H -3.77122 -1.19628 2.52059 0.0 0.0 0.0
H -3.29313 0.28274 3.37465 0.0 0.0 0.0
H -4.77109 0.25347 2.39206 0.0 0.0 0.0
H -0.79819 0.50603 1.71125 0.0 0.0 0.0
H -1.53652 -0.99510 2.17068 0.0 0.0 0.0
```
Positions in Å, forces in eV/Å.

Properties
Charge   0
HOMO (spin up / spin down)   -0.2933 / -0.3431 Eh
Gap between HOMO and LUMO (spin up / spin down)   8.72 / 10.02 eV
Spin multiplicity   2